Here is C49H45N3O3P2Zn as an isolated structure from OMol25. Energies are from ωB97M-V with the def2-TZVPD basis set.

Structure (ORCA input):
```
! wB97M-V def2-TZVPD RIJCOSX def2/J DEFGRID3
* xyz 0 1
Zn -0.0311 -0.2979 0.8160
O -0.5724 1.4656 1.3661
C 0.1017 2.2795 2.1415
C -0.4161 3.5832 2.3154
C 0.2401 4.5384 3.0556
C 1.4461 4.2443 3.6982
C 1.9457 2.9671 3.5893
C 1.3123 1.9714 2.8283
C 1.8962 0.6415 2.8933
N 1.5284 -0.3288 2.1503
N 2.0191 -1.5990 2.4129
C 1.1226 -2.4774 2.0328
O -0.0487 -2.2003 1.5590
C 1.4783 -3.9188 2.1798
C 0.5209 -4.8939 1.9264
C 0.8481 -6.2394 2.0098
C 2.1373 -6.6197 2.3527
C 3.0946 -5.6488 2.6198
C 2.7679 -4.3054 2.5348
H -1.3555 3.8031 1.8234
H -0.1921 5.5282 3.1451
H 1.9590 4.9912 4.2879
H 2.8592 2.7004 4.1101
H 2.6476 0.4499 3.6617
H -0.4808 -4.5814 1.6646
H 0.0955 -6.9924 1.8123
H 2.3945 -7.6691 2.4197
H 4.1002 -5.9423 2.8941
H 3.5013 -3.5381 2.7374
C -0.0917 2.3619 -2.3411
N 0.4976 1.4750 -3.3301
C 0.7084 0.0938 -2.9682
P 1.3860 -0.1186 -1.2620
C 2.1042 -1.7916 -1.3724
C 1.4148 -2.8247 -2.0061
C 1.9119 -4.1191 -1.9820
C 3.0989 -4.3980 -1.3202
C 3.7887 -3.3749 -0.6875
C 3.2937 -2.0804 -0.7079
C 2.8302 0.9780 -1.2767
C 3.8347 0.8696 -2.2368
C 4.8993 1.7540 -2.2302
C 4.9715 2.7501 -1.2620
C 3.9793 2.8604 -0.3007
C 2.9097 1.9748 -0.3100
C 0.4048 1.7838 -4.6883
C 0.2174 0.7836 -5.6473
C 0.1455 1.0962 -6.9975
C 0.2568 2.4041 -7.4367
C 0.4552 3.4012 -6.4901
C 0.5319 3.1029 -5.1428
P -1.7470 1.7444 -1.7287
C -2.4955 3.3222 -1.1757
C -3.8834 3.3615 -1.0244
C -4.5188 4.5075 -0.5808
C -3.7756 5.6409 -0.2711
C -2.3982 5.6118 -0.4089
C -1.7615 4.4597 -0.8559
C -2.5726 1.5209 -3.3476
C -2.7447 2.5431 -4.2795
C -3.3153 2.2833 -5.5132
C -3.7322 0.9951 -5.8296
C -3.5777 -0.0283 -4.9089
C -2.9979 0.2366 -3.6740
H -0.2106 3.3519 -2.7757
H 0.5621 2.4768 -1.4722
H 1.4646 -0.3360 -3.6325
H -0.1961 -0.5286 -3.0423
H 0.4746 -2.6274 -2.5028
H 1.3652 -4.9129 -2.4755
H 3.4799 -5.4103 -1.2899
H 4.7094 -3.5857 -0.1596
H 3.8316 -1.2937 -0.1926
H 3.7894 0.0871 -2.9860
H 5.6752 1.6682 -2.9796
H 5.8070 3.4380 -1.2590
H 4.0313 3.6283 0.4604
H 2.1339 2.0616 0.4410
H 0.0895 -0.2485 -5.3517
H -0.0135 0.2953 -7.7088
H 0.1975 2.6432 -8.4894
H 0.5638 4.4326 -6.8018
H 0.7183 3.9115 -4.4488
H -4.4723 2.4837 -1.2681
H -5.5960 4.5188 -0.4739
H -4.2699 6.5380 0.0779
H -1.8080 6.4855 -0.1617
H -0.6817 4.4624 -0.9339
H -2.4270 3.5519 -4.0400
H -3.4302 3.0830 -6.2334
H -4.1772 0.7931 -6.7954
H -3.9038 -1.0320 -5.1509
H -2.8588 -0.5626 -2.9548
C -1.9602 -3.7633 -0.9499
C -1.9853 -2.4016 -0.3168
C -2.9153 -2.1708 0.8311
O -1.2562 -1.5200 -0.7413
H -2.8006 -4.3840 -0.6455
H -1.0297 -4.2413 -0.6328
H -1.9358 -3.6677 -2.0352
H -3.9421 -2.3345 0.4934
H -2.8119 -1.1607 1.2209
H -2.7038 -2.8953 1.6181
*
```

As for the HOMO-LUMO gap: 7.7 eV. The calculation puts the electronic energy at -4746.31562 a.u. Its lowest unoccupied orbital energy is 0.4 eV. For the relative energy (zero: lowest compared OMol25 entry of this formula, charge and spin), the calculation gives 13.6 kcal per mole.